DFT (ωB97M-V with the def2-TZVPD basis set) results for a single C6H7N molecule in a non-equilibrium geometry.

## Properties
LUMO energy (alpha / beta): 0.85 / -3.13 eV
calculated total energy: -287.37156 Eh
highest occupied orbital energy (alpha / beta): -6.418 / -10.225 eV
multiplicity: 3
<S²>: 2.029
orbital gap (alpha / beta): 7.270 / 7.095 eV
energy above the lowest of the compared OMol25 structures with the same formula, charge and spin: 49.16 kJ/mol

CARTESIAN COORDINATES (ANGSTROEM)
C  -2.08362  -0.10645  -0.00588
C  -0.83259  1.98128  0.16994
C  1.63043  0.31200  -0.47801
C  -0.88846  0.64432  0.06586
C  0.47966  -0.23867  -0.02116
C  0.44165  -1.72012  0.21950
N  -3.01694  -0.72861  -0.16291
H  0.18820  2.43656  0.22474
H  -1.76367  2.53547  0.40544
H  2.54972  -0.23797  -0.65318
H  1.87129  1.42311  -0.75349
H  -0.41501  -2.30275  -0.28671
H  0.32951  -1.97567  1.29800
H  1.50984  -2.02251  -0.02215